--- one ---
{"formula": "C29H35IrN5OPS", "method": "ωB97M-V/def2-TZVPD", "lumo_energy_ha": [-0.196, -0.313], "total_charge": 2, "s_squared": 6.070, "spin_multiplicity": 5, "homo_lumo_gap_ha": [0.2006, 0.1923], "symbols": ["Ir", "C", "C", "N", "C", "C", "N", "C", "C", "N", "H", "H", "H", "H", "H", "H", "H", "H", "H", "H", "H", "H", "H", "H", "H", "O", "N", "C", "C", "C", "C", "C", "S", "H", "H", "H", "H", "N", "C", "C", "C", "C", "C", "C", "P", "C", "C", "C", "C", "C", "C", "C", "C", "C", "C", "C", "C", "H", "H", "H", "H", "H", "H", "H", "H", "H", "H", "H", "H", "H", "H", "H", "H"], "coordinates": [[-0.20, 0.15, 0.59], [1.83, -0.08, 2.75], [0.88, 0.96, 3.33], [-0.29, 1.35, 2.42], [-1.63, 1.15, 3.08], [-1.96, -0.38, 3.14], [-1.62, -0.97, 1.78], [-1.05, -2.32, 1.95], [0.32, -2.20, 2.67], [1.10, -1.12, 1.92], [2.42, -0.51, 3.60], [2.58, 0.35, 2.09], [1.53, 1.85, 3.56], [0.43, 0.68, 4.32], [-0.22, 2.35, 2.14], [-2.36, 1.63, 2.49], [-1.68, 1.59, 4.09], [-3.02, -0.54, 3.29], [-1.51, -0.93, 3.98], [-2.62, -1.04, 1.37], [-0.81, -2.80, 0.99], [-1.70, -2.99, 2.55], [0.85, -3.11, 2.58], [0.15, -1.84, 3.70], [1.87, -1.53, 1.38], [-0.19, 3.72, 0.99], [-1.40, 4.27, 0.87], [-1.63, 5.54, 1.31], [-2.94, 5.95, 1.32], [-3.81, 5.43, 0.38], [-3.52, 4.21, -0.25], [-2.31, 3.53, 0.07], [-1.95, 1.92, -0.48], [-0.70, 6.01, 1.76], [-3.25, 6.76, 2.04], [-4.78, 5.90, 0.23], [-4.24, 3.68, -0.80], [1.31, 1.49, -0.13], [2.31, 0.92, -1.06], [3.50, 1.61, -1.21], [4.60, 0.95, -1.77], [4.46, -0.38, -2.20], [3.24, -1.03, -2.11], [2.11, -0.39, -1.51], [0.46, -1.03, -1.13], [-0.43, -0.71, -2.67], [0.28, -0.46, -3.91], [-0.49, -0.20, -5.04], [-1.90, -0.21, -5.00], [-2.52, -0.45, -3.73], [-1.79, -0.84, -2.62], [0.73, -2.87, -1.21], [1.73, -3.39, -0.39], [1.80, -4.74, -0.12], [0.94, -5.65, -0.75], [-0.10, -5.15, -1.51], [-0.22, -3.74, -1.73], [0.69, 2.24, -0.59], [1.87, 1.99, 0.56], [3.54, 2.67, -0.88], [5.52, 1.48, -1.67], [5.27, -0.90, -2.63], [3.12, -2.08, -2.45], [1.38, -0.43, -4.01], [0.04, -0.05, -5.97], [-2.50, -0.06, -5.90], [-3.65, -0.48, -3.72], [-2.29, -1.12, -1.69], [2.62, -2.82, -0.07], [2.55, -5.08, 0.58], [1.10, -6.68, -0.57], [-0.86, -5.75, -2.03], [-0.98, -3.29, -2.35]], "lowdin_spin": [2.1649, 0.0116, 0.0067, 0.0817, 0.0089, 0.0145, 0.1104, 0.0086, 0.0111, 0.1486, 0.0039, 0.0004, 0.0008, 0.0010, 0.0028, 0.0031, 0.0015, 0.0022, 0.0011, 0.0091, 0.0019, 0.0014, 0.0018, 0.0008, 0.0016, 0.1764, 0.1054, -0.0548, 0.1074, -0.0382, 0.0923, 0.0685, 0.6261, -0.0020, 0.0045, -0.0027, 0.0039, 0.1201, 0.0087, 0.0063, 0.0025, 0.0022, 0.0029, 0.0087, 0.0565, 0.0148, 0.0045, 0.0008, 0.0030, 0.0003, 0.0113, 0.0104, 0.0089, -0.0012, 0.0112, -0.0016, 0.0119, 0.0139, 0.0088, 0.0019, 0.0001, 0.0002, 0.0000, 0.0002, 0.0000, 0.0002, 0.0000, 0.0043, 0.0002, -0.0003, 0.0007, -0.0003, 0.0005]}

--- two ---
{"formula": "C29H35IrN5OPS", "method": "ωB97M-V/def2-TZVPD", "lumo_energy_ha": [-0.197, -0.329], "total_charge": 2, "s_squared": 6.040, "spin_multiplicity": 5, "homo_lumo_gap_ha": [0.1778, 0.1480], "symbols": ["Ir", "C", "C", "N", "C", "C", "N", "C", "C", "N", "H", "H", "H", "H", "H", "H", "H", "H", "H", "H", "H", "H", "H", "H", "H", "O", "N", "C", "C", "C", "C", "C", "S", "H", "H", "H", "H", "N", "C", "C", "C", "C", "C", "C", "P", "C", "C", "C", "C", "C", "C", "C", "C", "C", "C", "C", "C", "H", "H", "H", "H", "H", "H", "H", "H", "H", "H", "H", "H", "H", "H", "H", "H"], "coordinates": [[0.76, -0.97, 0.23], [0.70, -3.88, 0.97], [-0.66, -3.66, 0.30], [-0.69, -2.38, -0.53], [-0.55, -2.63, -2.06], [0.74, -2.17, -2.63], [1.61, -1.37, -1.66], [2.87, -2.06, -1.42], [2.70, -3.21, -0.48], [1.65, -2.85, 0.56], [0.56, -3.90, 2.05], [1.05, -4.90, 0.68], [-0.88, -4.51, -0.30], [-1.45, -3.52, 1.08], [-1.67, -2.09, -0.45], [-0.72, -3.72, -2.18], [-1.36, -2.17, -2.58], [1.32, -3.05, -2.91], [0.56, -1.63, -3.61], [1.82, -0.45, -2.03], [3.23, -2.45, -2.44], [3.60, -1.31, -1.07], [2.22, -4.02, -1.05], [3.67, -3.60, -0.07], [2.21, -2.58, 1.42], [0.01, -1.46, 2.18], [0.53, -0.84, 3.35], [-0.25, -0.70, 4.43], [0.28, -0.26, 5.69], [1.59, 0.33, 5.69], [2.29, 0.35, 4.49], [1.77, -0.23, 3.31], [2.47, -0.22, 1.69], [-1.35, -0.92, 4.34], [-0.26, -0.48, 6.59], [2.04, 0.65, 6.60], [3.26, 0.83, 4.33], [0.30, 2.32, 2.46], [-0.51, 3.05, 1.68], [-1.08, 4.29, 2.21], [-2.12, 4.83, 1.57], [-2.33, 4.45, 0.21], [-1.68, 3.37, -0.43], [-0.84, 2.58, 0.37], [-0.40, 0.99, -0.49], [-1.98, 0.47, -1.19], [-2.93, 0.18, -0.26], [-4.23, -0.28, -0.59], [-4.54, -0.56, -1.94], [-3.58, -0.19, -2.93], [-2.36, 0.36, -2.56], [0.66, 1.66, -1.75], [1.45, 2.79, -1.41], [2.41, 3.25, -2.25], [2.57, 2.69, -3.52], [1.70, 1.67, -3.92], [0.69, 1.25, -3.08], [0.92, 1.68, 2.00], [-0.13, 1.86, 3.27], [-0.74, 4.59, 3.24], [-2.79, 5.59, 1.98], [-3.16, 4.91, -0.39], [-1.78, 3.14, -1.47], [-2.76, 0.31, 0.81], [-4.88, -0.52, 0.27], [-5.46, -1.09, -2.20], [-3.85, -0.30, -3.94], [-1.72, 0.72, -3.36], [1.27, 3.19, -0.44], [2.99, 4.09, -1.94], [3.37, 3.06, -4.16], [1.77, 1.24, -4.91], [0.10, 0.38, -3.43]], "lowdin_spin": [1.9960, 0.0138, 0.0139, 0.1075, 0.0073, 0.0092, 0.0882, 0.0077, 0.0094, 0.1067, 0.0007, 0.0038, 0.0026, 0.0006, 0.0038, 0.0012, 0.0006, 0.0013, 0.0009, 0.0045, 0.0029, -0.0002, 0.0003, 0.0021, 0.0011, 0.1017, 0.0256, 0.0106, 0.0105, 0.0092, 0.0147, 0.0401, 0.1779, 0.0014, 0.0006, 0.0004, 0.0026, 0.2718, 0.1736, 0.0934, 0.0219, 0.2401, 0.0263, 0.1687, 0.0911, 0.0138, 0.0103, -0.0006, 0.0077, 0.0001, 0.0077, 0.0089, 0.0149, -0.0003, 0.0154, -0.0002, 0.0115, 0.0065, 0.0178, 0.0017, -0.0011, 0.0094, 0.0010, 0.0025, -0.0002, 0.0005, 0.0000, 0.0007, 0.0031, -0.0003, 0.0008, -0.0003, 0.0007]}

Stability, highest: one

--- one ---
{"formula": "C2H9NOS", "method": "ωB97M-V/def2-TZVPD", "lumo_energy_ha": -0.105, "homo_lumo_gap_ha": 0.2292, "symbols": ["C", "C", "S", "N", "H", "H", "H", "H", "H", "H", "H", "H", "H", "O"], "coordinates": [[0.42, 0.86, 0.31], [-0.04, -0.45, 0.81], [-2.86, -0.10, -0.36], [1.77, 1.07, 0.85], [0.39, 0.78, -0.79], [-0.30, 1.55, 0.70], [0.31, -1.33, 0.32], [-0.06, -0.56, 1.89], [-1.16, -0.55, 0.65], [2.25, 1.87, 0.52], [1.98, 0.82, 1.79], [3.13, -1.24, -0.41], [2.91, -1.78, -1.82], [2.70, -0.99, -1.23]], "nbo_charge": [-0.2398, -0.4749, -0.1582, -0.8686, 0.2164, 0.1777, 0.2312, 0.2142, 0.1619, 0.3738, 0.3662, 0.4708, 0.4647, -0.9355]}

--- two ---
{"formula": "C2H9NOS", "method": "ωB97M-V/def2-TZVPD", "smiles": "NCCS.O", "lumo_energy_ha": 0.030, "homo_lumo_gap_ha": 0.3623, "symbols": ["N", "C", "C", "S", "H", "H", "H", "H", "H", "H", "H", "O", "H", "H"], "coordinates": [[0.49, 0.13, -1.34], [1.60, -0.21, -0.60], [2.49, 0.93, -0.21], [3.61, 0.21, 1.10], [0.94, 0.39, -2.27], [0.02, 0.97, -0.94], [2.31, -0.96, -1.01], [1.22, -0.72, 0.34], [3.27, 1.36, -0.90], [2.03, 1.72, 0.24], [2.76, 0.66, 2.01], [-7.26, -1.76, 1.24], [-6.71, -1.51, 0.40], [-6.75, -1.22, 1.93]], "nbo_charge": [-0.8128, -0.2437, -0.4869, -0.0824, 0.3483, 0.3559, 0.2019, 0.1859, 0.2200, 0.1981, 0.1156, -0.9345, 0.4676, 0.4669]}

Stability, highest: two

--- one ---
{"formula": "ClH4N2P", "method": "ωB97M-V/def2-TZVPD", "lumo_energy_ha": [0.019, -0.017], "homo_lumo_gap_ha": [0.3071, 0.2688], "symbols": ["N", "N", "P", "Cl", "H", "H", "H", "H"], "coordinates": [[0.71, -0.67, -0.27], [0.37, 0.29, 0.56], [-2.04, 1.01, -0.32], [-1.91, -0.76, -1.25], [1.39, -0.41, -0.95], [0.15, -1.56, -0.45], [-0.54, 0.09, 1.03], [-1.59, 1.61, -1.39]], "nbo_charge": [-0.5334, -0.4190, 0.2581, -0.3216, 0.3740, 0.3815, 0.3377, -0.0774]}

--- two ---
{"formula": "ClH4N2P", "method": "ωB97M-V/def2-TZVPD", "smiles": "[H]/N=P/Cl.N", "lumo_energy_ha": -0.028, "homo_lumo_gap_ha": 0.3269, "symbols": ["H", "N", "P", "Cl", "N", "H", "H", "H"], "coordinates": [[0.63, -1.63, -0.51], [0.94, -0.74, -1.00], [2.42, -0.42, -0.55], [2.46, 1.41, -1.45], [-1.60, 0.17, 1.05], [-2.57, 0.03, 0.91], [-1.39, 1.13, 1.37], [-0.90, 0.06, 0.19]], "nbo_charge": [0.3774, -1.1122, 1.0531, -0.3150, -1.1169, 0.3671, 0.3596, 0.3869]}

Stability, highest: two

--- one ---
{"formula": "C10H15N3O", "method": "ωB97M-V/def2-TZVPD", "lumo_energy_ha": 0.009, "homo_lumo_gap_ha": 0.2801, "symbols": ["C", "C", "C", "C", "C", "C", "C", "C", "C", "C", "N", "N", "N", "O", "H", "H", "H", "H", "H", "H", "H", "H", "H", "H", "H", "H", "H", "H", "H"], "coordinates": [[1.88, 0.05, 0.08], [1.74, 1.01, 1.01], [-0.74, 0.73, 0.96], [-0.62, -0.18, 0.03], [0.72, -0.55, -0.44], [0.47, 1.38, 1.63], [0.39, 2.95, 1.62], [0.54, 0.76, 3.07], [-0.65, -0.83, -3.15], [-1.06, -2.91, -1.81], [0.75, -1.39, -1.36], [-1.60, -0.54, -0.90], [-0.51, -1.57, -1.93], [-2.52, -1.32, -0.52], [2.77, -0.39, -0.26], [2.57, 1.55, 1.33], [-1.72, 1.07, 1.42], [-0.36, 3.29, 2.28], [0.23, 3.21, 0.60], [1.37, 3.47, 1.82], [-0.36, 0.95, 3.56], [1.41, 1.14, 3.67], [0.77, -0.38, 2.97], [-0.01, -0.01, -2.99], [-0.20, -1.27, -3.96], [-1.67, -0.62, -3.46], [-2.12, -2.79, -1.40], [-1.09, -3.41, -2.70], [-0.38, -3.37, -1.16]], "nbo_charge": [-0.2779, -0.0645, -0.1387, -0.0006, 0.3097, -0.1472, -0.5910, -0.5793, -0.3995, -0.4373, -0.3160, 0.0411, -0.1191, -0.5465, 0.2274, 0.2024, 0.2242, 0.2147, 0.2186, 0.2119, 0.2124, 0.2105, 0.2214, 0.2143, 0.1914, 0.2307, 0.2754, 0.1972, 0.2142]}

--- two ---
{"formula": "C10H15N3O", "method": "ωB97M-V/def2-TZVPD", "lumo_energy_ha": [0.002, 0.001], "homo_lumo_gap_ha": [0.2618, 0.2592], "symbols": ["C", "C", "C", "C", "C", "C", "C", "C", "C", "C", "N", "N", "N", "O", "H", "H", "H", "H", "H", "H", "H", "H", "H", "H", "H", "H", "H", "H", "H"], "coordinates": [[-0.72, 1.66, -0.63], [-1.95, 1.11, -0.50], [-0.98, -1.22, -0.58], [0.18, -0.57, -0.53], [0.41, 0.84, -0.47], [-2.17, -0.35, -0.11], [-3.49, -0.85, -0.84], [-2.39, -0.30, 1.39], [3.85, 0.82, -0.58], [2.50, -0.07, 1.45], [1.61, 1.29, -0.30], [2.32, -1.11, -0.98], [2.56, 0.35, 0.03], [2.47, -2.13, -0.38], [-0.55, 2.76, -0.77], [-2.87, 1.60, -0.61], [-1.12, -2.23, -0.99], [-4.26, -0.09, -0.65], [-3.94, -1.71, -0.30], [-3.43, -1.05, -1.83], [-3.51, 0.13, 1.46], [-1.70, 0.39, 1.80], [-2.38, -1.29, 1.82], [3.80, 1.92, -0.30], [4.74, 0.27, -0.21], [3.73, 0.58, -1.59], [3.42, -0.75, 1.72], [2.22, 0.82, 2.05], [1.65, -0.82, 1.44]], "nbo_charge": [-0.2582, -0.0801, -0.2461, -0.0355, 0.1386, -0.1373, -0.5890, -0.5756, -0.4101, -0.4577, -0.3240, 0.1924, -0.1184, -0.3817, 0.2275, 0.2079, 0.2217, 0.1971, 0.2098, 0.2114, 0.1967, 0.2166, 0.2205, 0.2278, 0.2121, 0.2265, 0.2360, 0.2298, 0.2413]}

Stability, highest: one

--- one ---
{"formula": "C5H14", "method": "ωB97M-V/def2-TZVPD", "smiles": "CCC.CC", "lumo_energy_ha": 0.042, "homo_lumo_gap_ha": 0.4287, "symbols": ["C", "C", "C", "H", "H", "H", "H", "H", "H", "H", "H", "C", "C", "H", "H", "H", "H", "H", "H"], "coordinates": [[1.80, -0.26, 0.07], [1.49, -0.58, -1.32], [0.72, 0.57, -1.97], [1.52, 0.77, 0.43], [1.44, -1.06, 0.88], [2.91, -0.51, 0.28], [2.24, -0.90, -2.09], [0.78, -1.38, -1.43], [1.38, 1.20, -2.66], [-0.05, -0.04, -2.50], [0.24, 1.24, -1.32], [-1.78, -0.65, 1.40], [-1.74, 0.85, 1.51], [-1.69, -1.21, 2.31], [-2.79, -0.98, 1.17], [-1.22, -0.91, 0.54], [-2.49, 1.28, 0.81], [-2.10, 1.28, 2.42], [-0.68, 1.27, 1.48]], "nbo_charge": [-0.6350, -0.4330, -0.5989, 0.2168, 0.2175, 0.2175, 0.2101, 0.1949, 0.2020, 0.2066, 0.2013, -0.6234, -0.6171, 0.2138, 0.2004, 0.2099, 0.2095, 0.2045, 0.2028]}

--- two ---
{"formula": "C5H14", "method": "ωB97M-V/def2-TZVPD", "smiles": "CCC.CC", "lumo_energy_ha": 0.042, "homo_lumo_gap_ha": 0.4548, "symbols": ["C", "C", "C", "H", "H", "H", "H", "H", "H", "H", "H", "C", "C", "H", "H", "H", "H", "H", "H"], "coordinates": [[-1.84, -0.80, -0.45], [-1.02, -2.08, -0.48], [0.28, -1.99, -1.28], [-2.19, -0.53, -1.44], [-2.75, -1.00, 0.11], [-1.26, 0.04, -0.07], [-0.80, -2.39, 0.54], [-1.63, -2.92, -0.81], [1.08, -2.66, -0.95], [0.10, -2.16, -2.34], [0.69, -0.99, -1.19], [1.69, 2.88, 0.84], [0.77, 1.75, 1.30], [1.18, 3.83, 0.75], [2.55, 3.00, 1.49], [2.11, 2.68, -0.14], [1.14, 1.29, 2.21], [-0.27, 2.05, 1.39], [0.76, 0.92, 0.59]], "nbo_charge": [-0.6042, -0.3975, -0.6087, 0.1984, 0.2091, 0.2037, 0.1928, 0.1948, 0.2101, 0.2036, 0.1975, -0.6158, -0.6167, 0.2065, 0.2057, 0.2043, 0.2081, 0.2081, 0.2001]}

Stability, highest: two

--- one ---
{"formula": "C5H14", "method": "ωB97M-V/def2-TZVPD", "smiles": "CCC.CC", "lumo_energy_ha": 0.041, "homo_lumo_gap_ha": 0.4465, "symbols": ["C", "C", "C", "H", "H", "H", "H", "H", "H", "H", "H", "C", "C", "H", "H", "H", "H", "H", "H"], "coordinates": [[1.06, 3.10, -0.74], [0.23, 1.90, -1.27], [-0.36, 1.13, -0.07], [2.12, 2.81, -0.74], [0.89, 3.25, 0.31], [0.74, 3.93, -1.34], [-0.58, 2.24, -1.95], [0.74, 1.23, -2.01], [0.44, 0.48, 0.34], [-0.56, 1.77, 0.77], [-1.20, 0.54, -0.42], [-0.06, -2.89, 0.18], [-0.68, -2.64, 1.59], [-0.88, -3.28, -0.48], [0.18, -1.89, -0.15], [0.37, -3.88, 0.08], [-0.39, -1.72, 2.06], [-1.76, -2.61, 1.65], [-0.31, -3.48, 2.19]], "nbo_charge": [-0.6193, -0.3969, -0.6105, 0.2089, 0.2014, 0.2162, 0.1888, 0.2013, 0.1970, 0.2038, 0.2100, -0.6644, -0.6141, 0.2038, 0.2320, 0.2349, 0.2023, 0.2029, 0.2019]}

--- two ---
{"formula": "C5H14", "method": "ωB97M-V/def2-TZVPD", "smiles": "CCC.CC", "lumo_energy_ha": 0.040, "homo_lumo_gap_ha": 0.4605, "symbols": ["C", "C", "C", "H", "H", "H", "H", "H", "H", "H", "H", "C", "C", "H", "H", "H", "H", "H", "H"], "coordinates": [[0.38, 2.08, 2.03], [-0.05, 0.63, 2.02], [1.00, -0.29, 1.34], [0.77, 2.39, 1.07], [-0.45, 2.75, 2.26], [1.14, 2.27, 2.80], [-0.17, 0.22, 3.03], [-1.01, 0.49, 1.52], [0.79, -0.47, 0.28], [1.97, 0.20, 1.34], [1.06, -1.21, 1.91], [-0.93, -1.75, -2.08], [-0.45, -0.53, -2.85], [-0.91, -1.53, -1.01], [-2.00, -1.90, -2.26], [-0.34, -2.65, -2.27], [0.64, -0.46, -2.80], [-0.80, 0.40, -2.42], [-0.63, -0.63, -3.92]], "nbo_charge": [-0.6074, -0.3992, -0.6084, 0.2017, 0.2070, 0.2041, 0.1953, 0.1954, 0.2035, 0.1999, 0.2076, -0.6078, -0.6097, 0.2010, 0.2013, 0.2069, 0.1989, 0.2058, 0.2041]}

--- three ---
{"formula": "C5H14", "method": "ωB97M-V/def2-TZVPD", "smiles": "CCC.CC", "lumo_energy_ha": 0.042, "homo_lumo_gap_ha": 0.4438, "symbols": ["C", "C", "C", "H", "H", "H", "H", "H", "H", "H", "H", "C", "C", "H", "H", "H", "H", "H", "H"], "coordinates": [[-1.81, -1.62, 1.41], [-0.89, -0.68, 0.66], [-1.21, 0.87, 0.91], [-2.05, -2.48, 0.91], [-2.71, -0.91, 1.59], [-1.67, -2.03, 2.40], [0.20, -0.89, 0.76], [-1.20, -0.71, -0.47], [-0.63, 1.25, 1.78], [-0.95, 1.37, 0.05], [-2.26, 1.09, 1.15], [2.05, 1.35, -1.77], [1.82, -0.08, -1.07], [1.90, 1.22, -2.72], [1.17, 1.95, -1.44], [3.07, 1.76, -1.52], [0.77, -0.32, -0.84], [2.34, -0.28, -0.05], [2.05, -0.87, -1.74]], "nbo_charge": [-0.6222, -0.3982, -0.6006, 0.2076, 0.1972, 0.2124, 0.2131, 0.1925, 0.2000, 0.1989, 0.2024, -0.5942, -0.6220, 0.1915, 0.2007, 0.2113, 0.2114, 0.1989, 0.1994]}

--- four ---
{"formula": "C5H14", "method": "ωB97M-V/def2-TZVPD", "smiles": "CCC.CC", "lumo_energy_ha": 0.041, "homo_lumo_gap_ha": 0.4369, "symbols": ["C", "C", "C", "H", "H", "H", "H", "H", "H", "H", "H", "C", "C", "H", "H", "H", "H", "H", "H"], "coordinates": [[3.21, 0.99, -0.55], [1.71, 1.06, -0.28], [0.91, -0.21, -0.42], [3.65, 1.97, -0.45], [3.31, 0.52, -1.54], [3.69, 0.25, 0.09], [1.64, 1.46, 0.75], [1.09, 1.83, -0.77], [1.35, -1.16, -0.11], [-0.04, -0.19, 0.12], [0.52, -0.36, -1.44], [-2.48, -1.19, -0.02], [-2.88, -0.35, 1.21], [-1.89, -0.61, -0.73], [-1.70, -1.90, 0.28], [-3.22, -1.74, -0.60], [-2.74, -0.92, 2.12], [-2.26, 0.52, 1.32], [-3.88, 0.03, 1.01]], "nbo_charge": [-0.6035, -0.4057, -0.6168, 0.2133, 0.1992, 0.2051, 0.1878, 0.2029, 0.2044, 0.2119, 0.2009, -0.6202, -0.6157, 0.2036, 0.2005, 0.2103, 0.2087, 0.2046, 0.2087]}

Stability, highest: two